# C4H5FO2

The molecule C4H5FO2 (ωB97M-V/def2-TZVPD, the OMol25 dataset).

Calculated values
largest force on an atom	1.9	eV/A
LUMO energy (alpha / beta)	-0.697 / -0.696	eV
2S+1	1

Last column: Mulliken charge in e.
Geometry (Å):
C -0.71278 0.48304 0.92200  -0.7689
C 0.10161 1.54277 0.66804  0.1218
C -0.82189 -0.68637 -0.05461  -0.2275
C 0.39243 -0.85568 -0.82964  0.5497
O 0.97769 1.65732 -0.21946  -0.6866
O 1.54034 -1.22863 -0.34496  -0.3753
F 0.35594 -0.68066 -2.14898  -0.2035
H -1.39789 0.48044 1.74942  0.3377
H -0.07716 2.40825 1.32831  0.3113
H -0.96890 -1.56509 0.57701  0.2788
H -1.67358 -0.57325 -0.73100  0.2742
H 2.28420 -0.98216 -0.91612  0.3883

Forces on atoms 1 to 3 (eV/Å):
C -0.111 -0.210 -0.067
C -0.297 0.348 0.482
C -0.244 0.226 0.108